No. 1
Density functional theory data (ωB97M-V/def2-TZVPD) for 8 unconnected molecules or ions with the total composition C8H32N16O8.

Calculated values
Spin multiplicity ... 1
SMILES ... NC(N)=O.NC(N)=O.NC(N)=O.NC(N)=O.NC(N)=O.NC(N)=O.NC(N)=O.NC(N)=O
Gap between HOMO and LUMO ... 9.35 eV
Total charge ... 0
DFT total energy ... -1802.3150 Eh
LUMO energy ... -0.08 eV

Geometry as XYZ:
```
64
Properties=species:S:1:pos:R:3:forces:R:3:mulliken_charge:R:1
N -4.6433 -1.3108 -3.9868 -0.882 -0.225 -0.208 -0.43
C -4.0822 -1.2660 -2.7674 1.979 0.873 0.091 0.55
N -4.9807 -0.8960 -1.8138 0.061 -0.416 0.363 -0.27
O -2.8559 -1.3776 -2.6205 -0.963 -0.202 0.755 -0.68
H -4.1749 -1.7951 -4.7329 -0.154 0.093 0.024 0.25
H -5.6438 -1.2406 -3.9160 -0.027 -0.255 -1.152 0.15
H -5.9561 -0.9465 -2.0468 0.005 0.143 0.344 0.16
H -4.7343 -0.8371 -0.8424 0.205 -0.028 -0.202 0.20
N 3.4718 -0.9219 -1.9492 -3.137 -0.675 -1.205 -0.40
C 4.5260 -0.3620 -2.5596 1.601 -0.733 0.673 0.44
N 5.5288 -0.2734 -1.6503 0.465 0.809 -0.925 -0.31
O 4.5953 -0.1526 -3.7527 -0.045 0.521 -0.129 -0.64
H 2.7011 -0.8450 -2.6031 -0.390 -0.344 0.610 0.21
H 3.2473 -0.8903 -0.9689 0.135 0.427 0.034 0.29
H 6.4098 0.0418 -2.0216 0.175 -0.212 0.771 0.20
H 5.2993 -0.6886 -0.7663 1.121 0.311 0.247 0.29
N -6.0682 1.4953 -0.2778 -0.936 -0.268 0.657 -0.47
C -5.2452 2.3765 -0.8827 -0.322 0.461 -2.050 0.69
N -4.0220 2.3957 -0.3508 1.917 0.016 0.945 -0.24
O -5.5438 3.0007 -1.8936 -0.232 -0.230 0.400 -0.66
H -5.6757 0.8682 0.4002 -0.468 -0.037 0.047 0.20
H -7.0086 1.4163 -0.6238 0.083 -0.070 0.227 0.22
H -3.8859 2.2058 0.6281 0.082 -0.086 -0.118 0.18
H -3.2567 2.8366 -0.8405 -0.185 0.444 0.065 0.12
N -0.7130 -1.4637 -0.4782 0.555 1.177 1.135 -0.07
C -0.1801 -0.3767 0.0953 1.039 3.175 0.013 0.35
N -1.0699 0.6923 0.0514 -1.046 -0.543 -0.404 -0.25
O 0.9471 -0.0979 0.5227 0.441 -1.925 0.342 -0.74
H -1.5199 -1.0468 -0.9179 -0.562 -2.255 -1.159 0.02
H -0.1284 -2.2396 -0.7287 -0.472 -0.023 -0.397 0.23
H -1.6292 0.6698 -0.7903 -0.361 0.564 0.212 0.31
H -0.7802 1.6195 0.3158 0.499 -0.227 -0.005 0.08
N -0.9437 4.4966 1.2993 -1.852 0.399 0.462 -0.40
C -0.5714 4.3064 0.0407 1.449 -0.341 -0.650 0.50
N 0.7737 4.3116 -0.1115 0.200 -0.294 -0.916 -0.36
O -1.3739 4.1183 -0.8614 -0.180 -0.108 -0.409 -0.69
H -1.9495 4.5827 1.2275 0.020 -0.042 1.530 0.26
H -0.3612 4.3477 2.1039 -0.361 0.001 0.128 0.22
H 1.3373 4.6869 0.6289 0.257 0.050 -0.371 0.19
H 1.0849 4.2409 -1.0666 0.415 0.121 0.240 0.22
N 1.9377 2.2065 2.3187 -0.463 0.169 0.044 -0.02
C 1.6712 1.5691 3.5027 0.495 1.207 -0.868 0.39
N 1.4502 0.2555 3.3410 -0.465 -1.378 1.134 -0.19
O 1.6387 2.1206 4.5863 -0.057 0.268 0.259 -0.71
H 1.9945 1.6293 1.4957 0.164 0.387 -0.189 0.10
H 2.2933 3.1446 2.3363 0.229 -0.243 0.043 0.20
H 1.0326 -0.1019 4.1870 0.064 -0.539 -0.273 0.22
H 1.2533 -0.1895 2.4571 -0.372 0.361 0.051 0.26
N 0.6296 -5.1461 0.7970 2.262 -0.827 -1.447 -0.42
C -0.5967 -4.6456 0.9519 -1.377 1.468 3.579 0.65
N -1.3437 -4.5214 -0.1407 -0.734 -0.165 -2.389 -0.37
O -1.0274 -4.2571 2.0463 0.331 -0.695 -0.694 -0.66
H 1.0961 -4.9772 -0.0812 -0.102 -0.308 -0.033 0.20
H 1.2680 -5.3654 1.5409 -0.560 0.375 0.433 0.23
H -2.3106 -4.2581 -0.0621 0.197 0.172 0.332 0.18
H -1.0865 -4.9412 -1.0195 0.020 -0.121 0.161 0.19
N 3.7480 -1.2483 1.6347 -0.477 -0.982 -0.483 -0.25
C 4.8971 -0.5644 1.7984 -0.143 1.293 0.150 0.45
N 6.0753 -1.2308 1.6180 -0.033 -0.125 -0.116 -0.38
O 4.8205 0.6272 2.0601 0.771 -0.079 0.095 -0.64
H 2.9160 -0.6881 1.7315 0.074 -0.320 -0.083 0.03
H 3.6929 -2.1909 1.2879 -0.061 0.073 0.156 0.18
H 6.1041 -2.2015 1.3600 0.155 0.086 0.154 0.17
H 6.9211 -0.7067 1.7601 -0.049 -0.121 -0.030 0.24
```
Positions in Å, forces in eV/Å.

---

No. 2
Density functional theory data (ωB97M-V/def2-TZVPD) for 8 unconnected molecules or ions with the total composition C8H32O8.

Calculated values
Spin multiplicity ... 1
SMILES ... CO.CO.CO.CO.CO.CO.CO.CO
Gap between HOMO and LUMO ... 10.00 eV
Total charge ... 0
DFT total energy ... -925.7564 Eh
LUMO energy ... 0.57 eV

Geometry as XYZ:
```
48
Properties=species:S:1:pos:R:3:forces:R:3:mulliken_charge:R:1
C -3.3436 -1.7745 -1.3970 0.369 0.235 -0.053 -0.39
O -3.9664 -2.2855 -0.2304 -0.078 0.139 -0.101 -0.53
H -4.0462 -1.4373 -2.1649 -0.130 -0.293 0.011 0.36
H -2.7741 -0.8829 -1.1301 -0.029 -0.096 0.266 -0.02
H -2.6322 -2.4977 -1.8069 -0.099 0.025 -0.180 0.26
H -4.4958 -3.0449 -0.4890 -0.007 0.005 0.057 0.30
C 2.9230 -1.3938 -2.0974 0.498 0.022 0.357 -0.17
O 2.6182 -2.3809 -3.0631 -0.083 -0.240 -0.001 -0.53
H 2.5769 -0.4156 -2.4334 -0.081 0.060 0.134 0.08
H 2.4815 -1.6689 -1.1375 -0.373 0.041 -0.181 0.01
H 3.9927 -1.3327 -1.8653 -0.001 0.035 -0.323 0.33
H 3.4071 -2.5956 -3.5633 0.021 0.057 -0.018 0.30
C -1.7160 2.1886 3.2415 -0.507 0.187 0.078 -0.40
O -1.9453 2.9487 2.0495 0.351 -0.293 0.185 -0.55
H -1.7954 2.8297 4.1231 0.096 -0.077 0.042 0.32
H -2.4470 1.3787 3.3258 0.080 -0.022 0.057 0.31
H -0.7210 1.7504 3.2087 0.050 0.084 -0.131 0.03
H -2.8180 3.3439 2.1096 -0.025 -0.007 -0.078 0.29
C 0.2138 0.0972 0.3278 0.169 0.529 0.492 -0.37
O -0.0696 1.4998 0.3152 -0.124 -0.335 0.017 -0.38
H -0.5749 -0.4770 -0.1604 0.057 -0.055 -0.091 0.15
H 1.1701 -0.0411 -0.1685 -0.069 -0.102 -0.171 0.07
H 0.3188 -0.2271 1.3671 -0.029 -0.253 -0.088 0.37
H -0.7025 1.6706 1.0241 -0.133 0.353 -0.311 0.16
C 1.9068 3.4769 -1.7696 -0.395 0.129 -0.676 -0.34
O 1.6876 3.6732 -0.3978 -0.019 0.008 0.148 -0.55
H 2.7427 4.0924 -2.0988 0.195 -0.132 0.203 0.32
H 2.0855 2.4286 -2.0344 0.204 0.010 0.087 -0.01
H 1.0559 3.8032 -2.3880 -0.037 -0.031 0.173 0.23
H 0.9844 3.0636 -0.1274 0.118 -0.042 0.076 0.41
C -0.7387 1.2542 -3.3577 -0.323 0.063 0.490 -0.21
O 0.2113 1.1839 -4.4062 -0.081 0.076 0.152 -0.51
H -0.2834 1.6332 -2.4421 0.352 -0.100 -0.180 -0.12
H -1.5613 1.9507 -3.5594 -0.007 -0.139 -0.279 0.31
H -1.1490 0.2663 -3.1220 -0.054 0.035 -0.044 0.22
H -0.2010 0.6903 -5.1201 0.124 0.041 -0.073 0.29
C 0.9436 0.4921 5.3040 -0.022 -0.066 0.278 -0.68
O 0.9676 -0.1208 4.0277 -0.033 0.049 -0.171 -0.45
H 0.9068 1.5839 5.2498 0.039 0.000 -0.062 0.29
H 0.0437 0.1452 5.8100 -0.024 0.009 -0.064 0.22
H 1.7971 0.1924 5.9188 0.027 0.045 -0.050 0.30
H 1.7851 0.1201 3.5823 0.010 0.008 0.027 0.28
C 0.0974 -3.8580 0.1752 -0.249 -0.131 -0.039 -0.33
O 0.9012 -4.8752 0.7574 -0.114 0.159 0.217 -0.54
H -0.8898 -3.7430 0.6406 0.048 -0.298 0.077 0.27
H 0.5890 -2.8994 0.3251 0.267 -0.089 -0.221 0.02
H -0.0408 -4.0860 -0.8841 0.007 0.428 -0.100 0.28
H 0.5042 -5.7201 0.5317 0.041 -0.033 0.060 0.30
```
Positions in Å, forces in eV/Å.